(1)
C27H43BInN10O4S as an isolated structure. Source: the Open Molecules 2025 dataset; level of theory: ωB97M-V with the def2-TZVPD basis set.

XYZ file:
```
87
Properties=species:S:1:pos:R:3:forces:R:3:lowdin_charge:R:1
H 1.3031 4.7230 -1.2822 0.006 0.000 -0.003 0.084
C -4.2251 -1.0355 -0.1151 -0.014 -0.114 0.017 -0.233
N -0.7998 1.0942 1.8319 -0.018 -0.025 -0.069 0.042
S -1.0505 -2.2865 -1.5279 -0.023 -0.014 0.027 0.676
H -2.6209 -0.1668 -2.5528 0.030 -0.022 0.009 0.035
H 2.2926 0.3454 -4.0336 -0.002 -0.004 -0.007 0.127
H 2.0033 0.3855 3.0830 0.018 0.004 -0.027 0.076
O 2.0866 1.1298 -6.4321 0.016 0.007 0.005 0.125
H 2.3396 -3.7207 4.0114 -0.009 0.006 0.016 0.158
H 4.0390 2.3939 1.2330 -0.002 -0.005 -0.001 0.085
H 0.6213 4.8563 3.4287 -0.009 -0.011 0.007 0.088
O 1.2171 -0.4493 -7.7103 0.013 0.004 -0.020 0.125
H 4.4340 -1.2211 0.3933 -0.007 -0.001 0.001 0.122
H 0.8971 -4.8111 2.4470 -0.002 0.002 0.013 0.092
H -2.7869 -3.3969 0.2254 0.036 0.027 -0.003 0.079
H 5.1879 1.3550 0.3828 0.000 -0.003 0.002 0.089
N -1.7985 -2.1676 1.6148 -0.114 -0.055 0.073 -0.021
C 0.3531 2.9460 -2.0168 0.035 0.026 0.035 -0.247
H -1.8475 -0.3827 4.1002 -0.006 0.012 0.019 0.075
C 1.9269 -2.8386 0.3772 0.025 -0.055 -0.051 -0.028
H -5.2347 -0.6533 -0.2773 -0.005 0.016 -0.011 0.124
H -3.2230 -3.6951 1.9050 0.011 -0.026 -0.025 0.125
N -0.8022 1.2512 -1.1828 -0.049 -0.010 0.053 0.028
C 1.3944 4.0096 -2.1013 0.013 0.001 0.016 -0.001
C -2.3654 0.4800 3.6764 0.004 0.026 -0.072 -0.011
C -0.6208 2.6145 -2.9372 -0.045 -0.087 0.009 0.041
C 1.4404 0.1238 -6.5093 -0.040 0.000 0.018 -0.483
C 2.2549 0.0417 4.0850 -0.037 -0.010 0.015 -0.011
H -3.8980 -1.5353 -1.0286 -0.027 0.003 -0.015 0.094
N 1.4535 -3.3681 3.6860 -0.003 -0.020 -0.031 0.008
C -0.8398 -1.8840 -4.2165 -0.022 -0.003 0.045 -0.116
H -2.3562 0.7254 -4.0436 -0.004 0.005 -0.014 0.092
H 1.3656 -0.6319 -1.9758 -0.007 -0.004 0.041 0.084
C 4.1725 1.7442 0.3677 -0.032 0.019 -0.008 0.000
C -0.8930 2.5880 3.4807 0.074 0.055 0.009 0.032
C 0.0414 3.0145 2.5520 -0.050 -0.075 0.023 -0.254
C 0.8866 -0.8357 -2.9219 0.012 0.024 -0.049 -0.091
C -1.3864 1.3788 2.9943 -0.016 0.051 0.088 -0.317
H -1.1748 3.0876 4.3924 -0.001 -0.005 -0.009 0.120
C -3.0109 -2.9105 1.1747 0.178 -0.028 0.091 -0.229
N 1.8700 0.7683 0.3938 0.034 -0.038 0.018 0.040
H -2.8555 1.0140 4.4872 0.013 0.004 0.018 0.093
H 2.3982 3.5852 -2.0665 -0.004 0.002 0.003 0.082
H -5.0912 -2.7040 0.8724 -0.013 0.006 0.011 0.126
B 1.0367 2.0653 0.3424 -0.043 0.127 0.018 -0.504
C 2.2195 -1.3781 0.4094 0.004 0.083 0.028 -0.327
H 1.2885 4.5473 -3.0404 -0.004 -0.004 -0.005 0.090
C 1.4184 -0.2911 -4.0765 0.019 0.002 0.076 0.001
N 0.2234 2.1170 -0.9641 0.046 0.039 -0.007 0.045
H 2.7366 -3.3902 0.8552 0.007 0.012 -0.001 0.090
H -3.1489 0.1254 3.0052 0.014 -0.028 0.011 0.051
N 0.4835 -4.2245 3.1628 0.008 0.005 0.021 0.054
H 0.1130 -4.8157 3.8977 -0.012 0.000 -0.011 0.100
C 0.8821 4.2465 2.5667 -0.004 -0.002 -0.017 -0.006
N -3.2832 0.0715 0.1425 0.106 -0.062 0.159 0.001
In -0.9737 -0.5155 0.2445 -0.119 -0.047 -0.394 0.654
H 3.2368 0.3947 4.3818 0.005 -0.001 0.001 0.101
C -0.2879 -1.3599 -5.3739 0.009 0.003 -0.024 -0.024
H 0.9923 -3.0737 0.8831 -0.003 0.043 -0.015 0.036
H -3.3323 0.7588 -0.6022 0.005 0.034 -0.014 0.069
N 0.0840 2.0996 1.5673 0.007 -0.012 -0.035 0.048
H 0.7990 -1.3118 -7.6077 -0.003 -0.006 0.015 0.099
H -3.4099 1.4100 -2.8162 -0.005 -0.018 -0.012 0.093
H 0.7272 4.8401 1.6661 0.010 0.007 0.006 0.087
N 1.2628 -0.4481 0.4106 0.061 -0.084 0.097 0.016
H -0.7867 3.0723 -3.8977 -0.006 0.001 0.007 0.126
O 2.3400 -1.3928 4.1111 0.027 0.044 -0.017 -0.010
H 1.8358 -3.1881 -0.6525 -0.015 0.003 0.006 0.083
H -0.7815 -1.5590 -6.3190 -0.006 -0.004 0.008 0.119
H -1.0386 -2.8283 1.7815 0.013 0.001 0.013 0.053
H -3.5485 0.5598 0.9934 0.012 0.058 -0.024 0.087
C 1.2536 -2.0243 3.6621 -0.037 -0.003 -0.028 -0.574
H -1.9429 -1.7803 2.5439 -0.018 0.026 -0.040 0.059
H 1.7696 3.0035 0.3893 -0.010 -0.028 0.007 0.118
C -2.4938 0.8316 -2.9695 0.005 0.043 0.058 -0.021
C 3.2051 0.6086 0.3823 0.012 0.031 0.004 -0.257
H 1.4968 0.3885 4.7853 0.004 -0.004 0.005 0.100
H 1.9435 4.0040 2.6269 -0.002 0.003 -0.006 0.084
H 4.0555 2.3564 -0.5266 -0.004 -0.003 0.002 0.081
O 0.2389 -1.4697 3.2930 0.011 -0.035 0.029 0.055
C -4.2432 -2.0359 1.0332 -0.070 0.070 -0.021 -0.175
H -4.4462 -1.5218 1.9799 -0.023 0.021 -0.009 0.112
C 0.8379 -0.5444 -5.3127 -0.009 -0.011 -0.039 -0.138
C 3.4658 -0.7494 0.3946 0.017 -0.086 0.026 0.040
H -1.7368 -2.4880 -4.2689 0.006 0.003 -0.003 0.108
C -0.2690 -1.6161 -2.9718 0.025 0.028 -0.023 -0.632
C -1.3211 1.5445 -2.3768 0.006 0.074 -0.117 -0.315
```
Positions in Å, forces in eV/Å.

HOMO in Eh: -0.3833
Frontier orbital gap in eV: 8.477
Charge: +1

---

(2)
C27H43BN6O4PPtSTe as an isolated structure. Source: the Open Molecules 2025 dataset; level of theory: ωB97M-V with the def2-TZVPD basis set.

XYZ file:
```
85
Properties=species:S:1:pos:R:3:forces:R:3:lowdin_charge:R:1
N -0.8801 -0.3717 -3.0779 0.371 0.489 0.065 0.016
H 0.9493 4.7992 -2.4096 -0.010 -0.015 0.020 0.103
H 3.4107 -2.0815 -5.4083 -0.008 0.004 -0.001 0.077
C -3.0286 1.1358 4.8638 -0.060 0.123 0.031 -0.031
O 0.0170 1.5748 3.8620 0.154 0.480 0.084 -0.163
H -0.3961 -4.5604 -4.1293 -0.010 -0.001 0.024 0.089
C 3.7326 -1.6872 -0.1007 0.061 -0.002 0.020 -0.071
C 2.5722 -1.4728 -5.0703 0.096 -0.078 -0.034 -0.019
C 1.2910 3.3967 4.6106 0.024 0.201 0.011 -0.032
H 0.6363 1.4604 6.4081 0.017 0.007 -0.015 0.084
H 2.6422 -0.4933 -5.5446 0.015 0.012 0.028 0.076
C -0.4786 -3.3646 -0.9891 0.384 0.124 -0.273 -0.981
Te 0.2570 -2.4324 0.7662 -0.257 -0.311 0.385 0.933
C -3.7749 -0.9091 3.6249 -0.179 -0.084 0.023 -0.032
H -1.1763 -0.5288 -5.8654 -0.005 0.021 0.034 0.069
N -1.3490 -0.1714 -1.8306 -0.700 -0.035 -0.160 0.051
H 1.3911 0.0880 5.5712 0.022 0.027 -0.035 0.079
H -4.4799 -1.1585 4.4231 0.026 0.002 -0.027 0.084
C -2.9249 -1.1750 -3.0622 0.053 0.026 0.021 -0.008
N 1.6597 -0.7158 -2.8936 0.023 0.116 0.412 0.040
H 1.6487 -1.9357 -5.4204 -0.005 -0.003 0.032 0.071
H 0.4390 3.6784 5.2326 0.012 -0.027 -0.005 0.084
H -0.7866 -2.1586 -5.3162 -0.022 0.012 0.035 0.061
H 4.3972 -2.4552 -2.9060 -0.023 0.009 0.027 0.107
C -1.9422 -4.5562 -2.6173 0.201 -0.077 -0.262 -0.453
C 0.9836 3.5784 0.3023 0.103 0.115 0.061 -0.033
H 0.6151 0.3184 -4.5924 0.125 0.079 0.216 0.110
C 1.3216 1.8941 4.4088 -0.137 -0.217 -0.084 -0.626
S -2.0731 -3.9740 -1.0248 -0.239 -0.089 0.268 0.902
C 3.5127 -1.8816 -2.6802 0.129 0.046 0.016 0.005
C -2.5730 -0.6583 -1.7916 -0.166 -0.089 -0.157 -0.366
H -4.2865 -0.2990 2.8785 0.001 -0.012 0.019 0.085
H -2.7550 -0.2557 0.2966 0.051 0.031 -0.041 0.059
H 2.5532 0.4153 3.3923 -0.064 0.064 0.045 0.078
H -3.7171 -1.6231 -0.2599 -0.005 0.022 -0.034 0.050
B 0.5186 0.2004 -3.3929 -0.400 -0.163 -0.216 -0.508
C -1.5381 -1.3661 -5.2656 -0.106 -0.034 -0.029 -0.029
H -3.6176 0.8980 5.7535 -0.008 0.027 -0.022 0.083
H 2.3999 1.4033 6.2151 -0.026 -0.007 -0.014 0.085
C 3.0669 -1.4717 -1.4167 -0.090 0.091 0.186 -0.349
C 2.6032 -1.3706 -3.5812 -0.115 0.063 -0.256 -0.295
H -4.2427 0.0245 -0.6290 -0.006 -0.001 0.007 0.072
H -2.4515 -1.7458 -5.7240 0.007 -0.006 0.005 0.075
C 0.1368 -3.6050 -2.1916 -0.316 -0.181 -0.086 -0.244
H 2.2080 3.7353 5.0989 -0.016 -0.008 -0.012 0.084
C 2.4652 1.4982 3.4825 0.157 -0.021 -0.013 -0.036
N 0.7898 1.7127 -1.3243 -0.098 0.740 -0.612 -0.029
H -1.4293 -1.9237 4.6457 -0.033 0.026 -0.034 0.090
H 0.3843 4.4879 0.3801 0.024 -0.012 -0.027 0.080
H 0.7758 4.0483 -4.9668 -0.001 -0.011 -0.008 0.074
C -3.3678 -0.6230 -0.5273 -0.034 0.002 0.017 -0.043
H 1.1960 3.9073 3.6502 0.008 -0.033 0.007 0.082
H -2.7632 -5.0623 -3.1016 0.018 0.015 0.000 0.053
C -1.8121 -0.9722 -3.8516 0.127 -0.042 0.037 -0.292
C -1.7951 -1.0256 5.1421 0.017 -0.080 0.082 -0.035
H -2.1647 1.7316 5.1582 0.018 -0.049 0.001 0.073
O -0.0953 0.9117 1.4278 -0.715 0.063 0.813 -0.492
H -3.4402 -1.8293 3.1438 0.016 0.024 0.002 0.091
H 0.6311 2.8662 1.0392 -0.047 -0.114 0.034 0.035
H 2.3256 1.9040 2.4823 -0.041 0.082 -0.065 0.073
N 0.7062 1.5762 -2.6916 0.086 -0.203 0.413 0.043
O 0.5232 -0.8278 3.2506 0.148 -0.096 0.084 -0.393
H -3.8448 -1.6569 -3.3566 0.034 0.002 0.028 0.102
H -3.6405 1.7341 4.1855 0.013 -0.026 0.005 0.088
H -2.4550 -1.3078 5.9672 0.026 -0.022 -0.005 0.086
H 3.9329 -2.7465 0.0619 -0.016 -0.002 -0.009 0.076
P -0.2519 0.3649 2.8477 -0.118 -0.243 -0.490 0.210
C 0.8808 3.7309 -2.2814 0.043 0.203 0.163 0.003
H -0.2273 2.6067 -5.1678 -0.010 -0.011 0.049 0.081
H 2.0187 3.8440 0.5340 0.005 -0.002 -0.006 0.080
H 3.3953 1.8970 3.8956 0.008 0.005 -0.030 0.088
H 4.6848 -1.1491 -0.0712 -0.020 -0.014 -0.029 0.077
H 1.5207 2.4728 -5.2661 0.011 -0.006 0.044 0.075
H -0.9291 -0.5055 5.5528 -0.068 0.044 -0.027 0.065
C 0.7734 2.7850 -3.2700 -0.131 -0.159 -0.284 -0.287
Pt 0.5998 -0.0841 -0.2128 1.824 0.129 0.120 0.814
C 0.8828 3.0181 -1.0741 0.000 -0.316 0.039 -0.315
C -2.5852 -0.1481 4.1804 0.262 -0.061 -0.150 -0.625
H 3.1002 -1.3353 0.7084 -0.034 0.056 0.012 0.013
C 0.7069 2.9826 -4.7485 -0.001 0.080 -0.061 -0.031
C 1.4462 1.1649 5.7362 0.011 -0.062 0.161 -0.037
C -0.7044 -4.2829 -3.1283 0.077 0.057 0.163 -0.218
O -1.8278 0.2094 3.0035 -0.212 0.076 0.030 -0.164
N 1.9403 -0.7709 -1.5588 -0.253 -0.786 -0.774 -0.102
H 1.1614 -3.3250 -2.3939 -0.003 0.019 0.007 0.077
```
Positions in Å, forces in eV/Å.

HOMO in Eh: -0.1353
Frontier orbital gap in eV: 6.148
Charge: -1

---

(3)
A 3-piece molecular cluster, C27H43BrClF10N2O14P2S2 overall. Source: the Open Molecules 2025 dataset; level of theory: ωB97M-V with the def2-TZVPD basis set.

XYZ file:
```
102
Properties=species:S:1:pos:R:3:forces:R:3:lowdin_charge:R:1
F 1.2540 4.3602 -3.9463 0.586 -0.410 0.698 0.124
F 1.2375 6.6487 -5.4647 1.198 -0.056 0.232 0.209
H 3.5182 2.8285 -0.0454 0.372 0.055 0.277 0.086
H -2.8023 3.4302 1.5396 0.037 -0.081 -0.001 0.080
C 3.6832 2.1618 -0.8571 -0.497 -0.241 -1.364 0.255
C -0.5930 -3.3155 -0.8709 -0.445 -0.361 1.293 -0.222
C 2.8811 -0.7542 -2.5490 1.523 -2.572 0.134 -0.302
H 0.2784 -2.5093 -4.1773 -0.020 0.103 -0.020 0.149
O 8.3605 1.0417 -2.6795 0.061 0.461 0.379 -0.183
O -5.0009 -1.7510 10.0390 2.404 -0.726 0.190 -0.241
O -0.2744 1.4648 -5.9679 2.197 -0.419 -0.933 -0.242
H -1.7036 -3.8242 6.7475 -0.082 0.055 -0.036 0.085
H -4.0270 2.8405 2.6766 0.034 0.065 -0.021 0.083
H 4.8942 1.7210 -3.9292 -0.473 -0.011 0.033 0.116
H 1.6997 -3.3127 -3.7062 0.507 0.219 0.005 0.117
H 0.5757 2.7724 -2.1329 0.010 -0.067 -0.019 0.131
C 1.3574 -2.3639 -4.1053 -0.111 0.062 -0.365 -0.108
C -6.4255 -0.8318 3.0734 -0.403 -0.019 -0.337 -0.110
H 0.3947 -0.9381 -1.1258 0.304 -0.086 -0.083 0.116
C 0.4361 -1.5874 -2.0040 -0.953 -0.211 -0.079 -0.167
H -6.8091 -4.6987 8.3143 0.085 0.100 -0.195 0.094
F 4.3458 -0.8353 -0.6399 0.512 0.894 -0.196 0.125
C -3.5812 2.6848 1.6894 0.131 -0.002 0.169 -0.134
C 2.4841 1.4283 -3.8430 -1.194 0.748 -1.278 -0.468
H 10.2952 1.6187 -2.3663 -0.075 -0.122 -0.024 0.093
H 9.1202 2.6932 -1.6245 -0.246 0.080 -0.154 0.093
F 2.9046 -2.3162 -0.7473 -1.056 -0.908 0.033 0.174
N -1.8022 0.6309 -2.1199 0.591 -0.033 -0.569 0.163
C 3.0699 -1.0514 -1.0069 0.781 0.266 0.264 -0.681
H 6.5594 -0.4322 -2.9285 -0.159 -0.102 0.173 0.107
C 1.4488 -1.1540 -3.1053 -1.180 -0.951 -0.109 -0.300
H 2.7097 2.4830 -3.7122 0.448 -0.163 0.355 0.104
C 0.9653 1.1962 -3.5098 1.667 -0.322 -0.099 -0.443
C -0.4398 4.9087 -5.4304 1.320 0.345 -0.774 -0.434
H -5.0897 -1.9070 12.0781 0.268 0.022 -0.074 0.091
H -1.1075 1.7398 -0.6195 0.310 0.056 0.002 0.116
H -0.6731 -4.4013 -0.8590 0.251 -0.021 -0.399 0.125
H -6.1703 -2.9800 11.2346 0.046 -0.058 -0.122 0.072
H -3.9368 -1.7706 4.2991 -0.176 -0.009 0.047 0.099
H 6.0173 0.6083 -1.6232 -0.520 -0.022 -0.084 0.116
H 5.1699 -1.9397 -2.5664 -0.451 0.398 0.295 -0.063
O -3.3311 -0.8806 0.9382 -0.766 0.707 -0.482 -0.286
O -2.9819 1.3772 1.6049 -3.272 1.096 -0.685 -0.274
S -0.0309 2.1979 -4.7737 -3.692 -1.167 -1.332 0.763
H -7.1163 -3.1613 9.1365 -0.005 -0.018 0.177 0.100
C -5.1686 -2.5625 11.2111 0.292 0.385 0.363 -0.115
O -3.3561 -2.7115 7.2771 2.402 0.211 2.863 -0.268
C -3.8619 -0.7052 4.5187 -0.141 -0.103 -0.025 -0.107
C 7.1410 1.5562 -3.1558 -0.163 -1.018 0.255 -0.233
O -5.2612 -3.3874 8.2431 0.721 -0.742 0.511 -0.253
C 4.8355 0.6834 -3.5869 1.821 0.903 -0.279 -0.200
C 0.1803 6.2009 -6.0980 -1.508 0.231 0.821 -0.605
H -4.4139 -3.3448 11.2755 -0.118 -0.081 0.069 0.094
O -4.7550 -0.8894 7.8402 1.138 0.264 0.904 -0.264
F -0.7552 7.1325 -5.9817 -0.694 0.600 0.184 0.192
H -1.4984 -2.8724 8.2300 0.076 -0.062 -0.072 0.080
C 6.0829 0.5236 -2.7048 0.636 -0.188 -0.293 -0.151
F -1.0871 5.3154 -4.3696 -0.599 -0.087 1.030 0.200
H 1.1756 1.3817 -1.3143 0.186 -0.211 -0.370 0.100
H -2.4931 -4.3565 8.2431 0.044 -0.020 -0.050 0.082
C -0.4332 -2.8342 0.5739 -0.129 0.649 -0.403 -0.057
F 2.3141 -0.3489 -0.1868 -0.595 0.586 0.288 0.177
O -1.3182 2.5265 -4.2421 0.545 1.010 2.104 -0.227
C 9.3194 2.0795 -2.5078 0.378 -0.308 -0.333 -0.087
H -4.7956 -0.2925 4.8877 0.003 -0.220 0.179 0.072
F -1.2409 4.4150 -6.3467 -0.931 -0.726 -0.496 0.197
Cl 3.2597 -2.6695 -6.3074 -0.333 -0.071 0.491 0.602
C 0.6890 3.8793 -5.0631 -0.629 1.327 -0.121 -0.482
S 3.9989 -2.1049 -3.2149 -0.155 0.056 -0.866 0.994
C -6.3652 -3.9278 8.9418 -0.022 0.116 -0.036 -0.115
H -6.5946 0.1995 3.3780 -0.044 -0.067 0.141 0.094
H 9.3597 2.6736 -3.4265 0.075 0.237 0.213 0.094
O 0.5110 -2.9484 -1.6831 0.589 0.075 -0.105 -0.143
H -4.3434 2.8114 0.9172 0.054 0.102 0.001 0.082
H 0.5748 -3.0020 0.9553 -0.020 -0.169 -0.059 0.077
O 0.7484 -0.1401 -3.8505 0.006 0.657 0.266 -0.083
O -5.3575 -0.9409 2.1184 -0.576 2.492 -0.308 -0.240
F 0.3787 6.0484 -7.3711 0.938 -0.523 -1.127 0.227
N 3.4394 0.6092 -2.9610 0.271 2.062 0.669 -0.099
H 4.9962 0.0944 -4.4827 -0.844 -0.394 0.145 0.092
H -1.4706 0.3263 -3.0401 -0.559 -0.175 -0.067 0.049
P -4.0409 0.0645 1.8501 5.597 -5.412 1.683 0.627
C 3.6073 1.5266 -1.8743 -0.302 -0.379 1.438 -0.134
H -0.5408 -1.4798 -2.4902 0.161 0.436 -0.068 0.130
C -2.1976 -3.4826 7.6541 -0.110 -0.158 -0.138 -0.126
Br 2.8123 1.1460 -5.7530 0.055 -0.323 0.573 1.034
O -3.4386 0.0155 3.3692 -0.626 0.956 -0.024 -0.246
C 0.5118 1.6761 -2.1331 -0.410 0.391 0.667 -0.096
H -7.3267 -1.2268 2.6044 0.027 0.222 -0.164 0.089
H -3.1286 -0.5653 5.3087 0.157 0.095 -0.168 0.087
F 1.5577 3.9564 -6.0552 0.723 -0.600 -0.419 0.121
O 0.9566 -1.5565 -6.3064 -0.359 0.161 -0.083 0.067
H 7.1850 1.5818 -4.2534 -0.143 0.433 0.018 0.139
H -1.5341 -2.9074 -1.2607 0.124 -0.036 -0.203 0.131
H 6.9246 2.5349 -2.7139 -0.039 0.097 -0.251 0.133
C 1.7008 -2.0917 -5.5709 0.382 -0.095 -0.289 -0.773
C -0.8878 1.3241 -1.6077 -0.276 0.133 0.224 -0.214
H -1.1636 -3.3034 1.2296 -0.010 -0.082 -0.058 0.084
H -0.6556 -1.7630 0.6016 0.041 -0.051 0.280 0.062
P -4.2822 -2.1055 8.5639 -6.944 0.739 -4.490 0.636
H -6.0356 -4.4165 9.8554 -0.192 -0.009 0.015 0.070
H -6.2231 -1.4656 3.9316 0.161 0.111 0.051 0.077
```
Positions in Å, forces in eV/Å.

HOMO in Eh: -0.4095
Frontier orbital gap in eV: 8.021
Charge: +1